# 1
# C18H12CuN3O3S2

C18H12CuN3O3S2 as an isolated structure (ωB97M-V/def2-TZVPD, the Open Molecules 2025 dataset).

Properties
DFT total energy = -3519.903026 Ha
Multiplicity = 1
Net charge = -2
Maximum force = 0.036 Eh/bohr

```
39
Properties=species:S:1:pos:R:3:forces:R:3
H 5.37804 -0.66970 -0.78142 0.06 0.00 0.00
C -1.63176 3.68070 -0.40172 0.12 0.21 0.01
C 3.24834 -0.65230 -0.53762 -0.48 -0.02 0.20
C 0.69304 -0.48590 3.32518 0.31 -0.06 -0.37
C -1.05996 -0.76370 1.60118 0.67 0.00 -0.60
C 4.41424 -0.63670 -1.27262 0.30 -0.01 -0.29
H -3.61346 4.53510 -0.27672 0.01 0.03 0.01
H 0.93974 -0.57740 -3.02062 -0.17 -0.02 -0.11
C -0.94636 2.49380 -0.61692 0.11 0.46 0.04
C 1.91404 -0.57380 -2.56182 -0.24 0.00 0.30
Cu -1.30946 -0.95950 -0.35992 -0.50 -0.02 0.45
N -1.53256 1.33450 -0.82792 0.08 0.04 -0.21
H -2.34376 -0.68860 4.76748 -0.03 0.06 0.05
H 5.23354 -0.57720 -3.25052 0.02 0.00 -0.02
C 3.08494 -0.56750 -3.28832 0.05 0.07 -0.18
C 4.32614 -0.58560 -2.65882 0.21 -0.06 0.20
C -1.59256 -0.64080 3.98448 -0.31 0.07 -0.26
C 0.30734 -0.63140 1.98448 -1.30 0.11 1.30
C 1.97514 -0.60110 -1.16662 1.64 0.01 -0.34
C 1.25014 -0.63060 0.92978 1.38 0.07 -1.19
H 0.04924 -0.48350 5.36758 0.02 0.03 -0.03
H -4.73136 2.34070 -0.65912 -0.02 0.02 -0.05
C -3.02866 3.63400 -0.43592 0.05 0.11 0.04
H 1.73934 -0.32650 3.56448 0.11 -0.03 0.14
O -0.42816 -4.31770 -2.23812 0.46 -1.06 -0.86
O -0.90436 -2.26890 -1.89472 0.06 0.52 -0.29
H -1.11016 4.61010 -0.20742 0.07 -0.04 -0.03
S 3.04004 -0.72970 1.19398 -0.53 0.06 -0.39
C -3.65456 2.43610 -0.65682 -0.01 0.28 0.12
H 3.04374 -0.53960 -4.37012 -0.04 -0.03 -0.03
H 0.13904 2.45970 -0.62722 0.11 0.12 0.08
C -1.97276 -0.67060 2.64958 -0.24 -0.21 0.58
C -2.87746 1.27250 -0.82912 -0.40 -0.05 -0.09
H -3.03206 -0.67810 2.41748 -0.11 -0.06 -0.06
C -0.24946 -0.54100 4.32508 0.23 0.05 0.44
O -1.25316 -3.72940 -0.35752 -0.34 -0.29 0.94
N -0.86496 -3.45510 -1.48262 0.06 0.11 -0.24
N 0.93094 -0.55710 -0.32542 -0.66 0.02 0.96
S -3.56986 -0.25830 -1.00512 -0.78 -0.49 -0.24
```
Positions in Å, forces in eV/Å.

---

# 2
# C38H65BF5N4O21S

A 6-piece molecular cluster, C38H65BF5N4O21S overall (ωB97M-V/def2-TZVPD, the Open Molecules 2025 dataset).

Properties
DFT total energy = -4208.161903 Ha
Multiplicity = 1
Net charge = +1
Maximum force = 0.066 Eh/bohr

```
135
Properties=species:S:1:pos:R:3:forces:R:3
F -4.94886 -3.22793 0.11455 1.45 0.81 -0.42
C -4.09985 -2.21026 -0.32592 -0.79 1.16 -0.31
H 3.79396 1.54330 -0.09770 0.05 -0.12 -0.06
C 8.32565 0.85912 -1.68309 0.33 0.02 -0.30
C 8.31897 8.96184 1.19101 0.19 0.13 0.01
O -9.16071 -6.15232 1.11286 0.14 0.13 -0.19
H 4.03716 6.14785 2.42683 0.22 -0.10 0.35
C -2.14588 -1.68622 -1.91292 -0.87 -0.26 -1.61
C -1.71606 -3.30835 0.13271 -0.80 1.49 1.46
H 3.87770 -0.25047 -0.10887 0.04 0.08 -0.12
H -7.13756 -4.58520 -2.22685 -0.03 -0.21 0.17
C 3.23955 7.33484 0.25731 0.37 0.30 -0.24
H 7.05943 11.24010 1.56603 -0.01 -0.14 0.08
H -5.24595 -5.06214 -4.46815 0.29 0.97 -0.43
O 1.67603 1.13415 1.07919 -1.57 -1.26 1.56
C -2.30984 -2.13295 -3.45303 0.52 0.25 -0.04
H 3.11220 5.50600 3.81536 0.09 0.14 -0.06
H 2.67492 8.10358 -0.27016 -0.03 -0.17 -0.04
C -5.04291 -4.17071 -5.13088 -0.80 -0.38 -0.68
H -0.19152 -2.96181 -3.67575 -0.78 0.31 -0.41
O -8.12648 -5.33473 -0.60623 0.04 -0.05 0.12
H -3.23601 -5.60735 0.08398 0.36 0.38 0.90
H 8.09792 7.05859 -0.61052 -0.05 0.00 0.16
C -1.44614 -4.54195 -5.65665 -0.09 0.27 -1.02
C 7.89177 10.99546 2.22682 -0.19 0.31 0.21
C -2.75681 -2.74616 -0.91258 -0.17 -1.51 -0.90
H 9.37131 0.90542 -1.38502 -0.16 -0.01 0.23
H -10.11792 -6.94760 2.73013 0.19 -0.02 -0.20
C -2.86997 -5.11081 -5.33307 0.31 -0.62 1.00
H -8.84037 -4.11656 -2.13525 0.01 0.08 0.15
H 8.41371 11.91578 2.48237 0.18 -0.17 -0.13
H -9.93536 -5.18862 2.78656 -0.09 0.04 -0.15
B 1.32813 -0.02962 1.79793 0.10 1.48 0.14
H -1.62569 -4.13479 2.24359 -0.39 0.39 -1.09
H 3.07696 4.67983 2.25389 0.30 -0.24 0.09
C -0.95352 -2.35937 -4.22060 -0.74 0.68 -1.32
H -2.56498 0.30345 -0.16143 -0.63 -0.15 0.72
O -9.76276 -4.10202 0.36289 0.16 -0.11 -0.04
C -0.25909 -1.51254 -0.34993 -0.50 -0.77 -0.04
H -0.56052 -2.22406 1.53119 0.01 0.26 -0.26
O 6.66883 4.15057 4.38750 -0.17 0.03 -0.10
C 3.70205 5.25238 2.93333 0.19 -0.10 0.25
H 8.15755 5.52467 4.85981 -0.15 0.04 0.09
H -2.45045 -6.14643 1.65160 -0.54 0.68 -0.75
H -1.20181 -4.86858 -6.71018 -0.32 0.28 1.00
H -5.57650 -2.10774 2.09174 0.75 0.57 -0.40
C 5.67969 5.01759 4.13617 0.05 -0.09 -0.04
H 0.07018 -7.07695 -1.28207 -0.94 0.22 0.54
C -3.24702 1.13344 1.73469 -1.53 -1.27 0.16
C -7.93520 -4.28122 -1.55003 0.08 0.26 -0.27
O 7.53884 0.81815 -0.49094 -0.29 -0.01 0.05
H -4.99421 -5.55241 1.10759 -0.02 0.12 0.84
O 8.82499 10.13995 1.56646 -0.02 -0.23 -0.10
H 3.80351 0.63833 1.41689 0.53 0.06 0.05
C 1.35459 6.06726 0.75170 0.12 0.32 -0.01
C -2.33883 2.38976 1.64468 -0.30 -1.95 0.87
F -3.02106 3.55947 1.66571 0.95 -1.23 -0.49
N -1.06967 -2.04090 0.66444 1.44 -0.03 -1.88
H -0.52191 -1.34157 -4.44448 -0.22 -0.97 0.40
H -2.87598 -6.21083 -5.59418 -0.09 1.03 0.07
H 8.17304 -0.04301 -2.27623 -0.12 0.12 -0.02
F -1.53003 2.37482 2.78876 -0.62 0.24 -1.23
C -3.08581 -5.34972 1.16780 0.20 -0.61 0.59
H -2.85226 -1.31586 -4.00987 0.48 -0.78 0.67
H -3.07969 -3.61022 -1.56525 0.30 0.82 0.72
C -3.24081 0.11250 0.69549 -0.19 0.28 0.70
O 1.04277 5.99871 -0.40860 0.00 -0.13 0.20
H -0.00681 -5.34319 1.24221 0.10 0.62 -0.59
C -4.91887 -0.21756 2.97192 0.97 0.62 -1.14
C -1.32958 -2.96911 -5.64495 0.26 -0.33 0.29
H 0.88823 -3.78437 1.11997 -0.60 -0.61 -0.71
C -0.48634 4.80276 1.39901 -0.03 0.24 0.01
O 7.18566 8.59068 1.36308 0.08 0.00 -0.07
H -2.68020 -0.69592 -1.87667 0.23 -1.29 0.43
H 8.09133 1.74871 -2.26849 -0.11 -0.13 -0.02
H -5.58992 -0.31231 3.85667 0.59 -0.17 -0.95
C -4.89247 -1.25018 1.93127 1.00 2.12 0.17
H -0.23157 3.97231 0.74568 0.08 0.29 -0.16
C 0.38807 -4.59085 0.51509 1.23 -0.05 0.74
C -0.92914 -6.69999 -0.92231 0.83 1.07 -0.04
O 0.68864 5.51889 1.77859 0.13 0.03 -0.02
C -4.11314 0.99434 2.89731 0.29 -1.69 -1.92
H -3.14671 -3.30452 1.89442 0.84 -0.40 -0.82
H 8.41198 3.86140 5.40747 -0.19 -0.09 -0.17
C -10.15136 -6.03645 2.13565 -0.28 -0.07 0.33
H -0.93514 4.41001 2.30350 0.34 0.34 0.14
H 7.53033 10.53407 3.14642 -0.08 -0.05 -0.14
H -7.63029 -3.36328 -1.04580 -0.17 -0.01 -0.02
O 5.58113 6.12776 4.58825 -0.01 -0.18 -0.05
H -0.57172 -2.67620 -6.42406 -0.58 -0.23 0.93
O -4.36514 -5.44254 1.84475 0.60 0.26 -1.39
C -2.36953 -3.96316 1.41209 -0.78 -0.53 0.41
H 3.63941 6.60112 -0.44367 -0.17 0.04 -0.03
N -0.58861 -4.06105 -0.46301 -0.49 -1.76 0.29
O 2.42462 6.69751 1.24514 -0.94 0.27 -0.56
H -3.10662 -5.07721 -4.22854 0.59 0.04 -0.96
F -1.49666 2.26715 0.56911 -1.01 0.64 0.93
C -0.95147 -5.16375 -1.33303 -0.49 -1.53 -1.29
H 1.61288 -0.81492 -0.85090 -0.48 -0.06 0.38
H -11.14602 -5.94274 1.69922 0.09 0.15 0.01
H 7.23425 4.87534 6.25364 -0.01 0.13 -0.12
H -5.95719 -4.05765 -5.77425 0.90 0.00 0.52
O -1.23538 -4.96917 -2.49270 -0.11 0.68 0.83
H 0.79076 0.89523 3.42327 -0.21 -0.56 0.12
S -0.53707 0.34378 -2.11654 0.75 0.14 -0.63
O 5.67718 0.73853 -1.77793 -0.04 -0.04 0.18
H -1.70448 -7.20136 -1.54593 0.52 0.46 0.69
O 9.29120 8.26520 0.59068 -0.10 0.11 0.08
H 1.21826 -5.09593 -0.05209 -0.86 0.56 0.47
H 8.56857 6.35288 0.97056 -0.12 0.09 -0.06
H -4.92255 -3.21953 -4.54956 0.08 -0.84 -0.28
C 8.89062 6.97477 0.13414 -0.01 -0.33 -0.13
H -0.64553 -5.00839 -5.01796 -1.01 0.38 -0.39
H 1.28117 1.87720 1.57249 0.37 0.04 -0.63
H -1.20420 5.46701 0.91668 0.12 -0.08 -0.13
H -4.13035 1.79605 3.67121 -0.10 -0.92 -0.66
N -0.69812 -1.37059 -1.69752 -0.01 0.96 2.69
H -2.93342 -3.04928 -3.57032 0.48 0.71 0.48
H 9.75643 6.50775 -0.33205 0.08 0.24 0.08
O 0.75084 -0.00628 3.05572 0.92 -0.01 -1.35
C -9.08712 -5.09507 0.29776 -0.06 -0.16 0.10
H -1.04069 -6.86407 0.17197 0.07 -0.15 -0.98
C 6.22314 0.75918 -0.70347 0.29 0.03 0.10
H -2.30492 -2.53392 -5.99728 0.86 -0.37 0.36
O -3.93751 -4.43145 -6.01255 0.11 -0.03 0.89
C 4.19037 0.66254 0.40531 0.20 0.08 0.00
O 4.81934 4.43261 3.29337 0.10 -0.16 0.18
O 5.60972 0.72599 0.48765 0.06 -0.12 -0.19
O 1.56894 -1.27944 1.12396 -0.95 0.56 0.80
F -4.82494 -1.66682 -1.41763 0.96 -0.58 0.79
C 7.66763 4.64548 5.27971 0.32 0.06 0.23
H 0.55005 0.35220 -2.95674 -0.57 -0.41 0.39
H 4.07331 7.81105 0.77242 -0.14 -0.12 0.19
C -4.03110 -1.09436 0.74213 -1.18 0.99 3.00
N 0.99243 -1.17380 -0.11672 0.22 0.03 -0.79
```
Positions in Å, forces in eV/Å.

---

# 3
# C3H9N2O

An isolated ion of composition C3H9N2O and charge +1 (ωB97M-V/def2-TZVPD, the Open Molecules 2025 dataset).

Properties
Multiplicity = 1
SMILES = N[C@@]1(C[NH3+])CO1
Net charge = +1
Maximum force = 0.105 Eh/bohr
Relative energy (zero: lowest compared OMol25 entry of this formula, charge and spin) = 2.9973 eV

```
15
Properties=species:S:1:pos:R:3:forces:R:3
H -2.61187 0.74560 0.17527 1.58 -2.61 -1.37
C -0.14419 1.71724 -0.79784 1.06 0.29 -3.74
O -0.39830 1.59468 0.54774 0.02 0.38 1.78
C -0.65878 0.47343 -0.25714 1.04 -1.08 -0.21
N 1.66651 -0.01259 0.47260 1.54 2.05 -1.40
H -0.70871 2.40017 -1.44690 -0.23 -0.22 0.76
H 0.65339 -1.23225 -0.86873 -0.12 0.17 0.03
H 2.30639 -0.57841 0.96509 0.78 -1.65 0.64
H 1.50269 0.75620 1.12930 -0.56 0.40 -0.19
C 0.42850 -0.61802 0.00577 -2.13 -0.52 -0.55
H -2.27926 -0.32807 -1.11252 -1.01 -0.62 -2.52
H 2.24202 0.38771 -0.34591 -1.15 -0.60 1.47
H -0.09221 -1.24701 0.72992 0.80 -0.11 0.41
H 0.91127 1.65147 -1.21964 -0.93 0.49 0.98
N -1.96720 -0.07060 -0.24227 -0.69 3.64 3.92
```
Positions in Å, forces in eV/Å.

---

# 4
# C3H5N2O2

An isolated ion of composition C3H5N2O2 and charge -1 (ωB97M-V/def2-TZVPD, the Open Molecules 2025 dataset).

Properties
Multiplicity = 1
SMILES = [O-][N+]([O-])=NC1CC1
Net charge = -1
Maximum force = 0.151 Eh/bohr
Relative energy (zero: lowest compared OMol25 entry of this formula, charge and spin) = 3.4274 eV

```
12
Properties=species:S:1:pos:R:3:forces:R:3
N 2.16286 0.00350 -0.04136 -3.19 1.43 1.03
H -0.91417 0.81876 -1.47636 -0.75 -1.35 0.38
N 1.06067 0.58140 0.39017 -0.03 1.86 -0.21
C -1.39563 0.37262 0.60755 -2.79 0.66 1.75
H -1.66683 1.39542 0.85271 0.84 0.29 -0.40
O 2.12070 -1.09437 -0.56929 0.35 -2.42 -1.27
C -0.13850 -0.13961 0.24680 5.81 -5.10 0.91
H 0.30515 -1.32275 0.49429 -2.33 2.65 -0.29
H -1.96168 -0.22197 1.30653 -0.42 -0.62 -0.25
H -1.61644 -0.94203 -1.15332 -0.39 -0.84 -0.79
C -1.14860 -0.06698 -0.81076 0.38 2.64 -0.99
O 3.19246 0.61600 0.15303 2.50 0.80 0.13
```
Positions in Å, forces in eV/Å.